(1)
# C46H132N23O7P7

A 9-piece molecular cluster, C46H132N23O7P7 overall in a non-equilibrium geometry (ωB97M-V/def2-TZVPD, OMol25).

Summary:
- energy above the lowest of the compared OMol25 structures with the same formula, charge and spin (kJ/mol) = 31.5
- structure (SMILES) = CN(C)P(=O)(N(C)C)N(C)C.CN(C)P(=O)(N(C)C)N(C)C.CN(C)P(=O)(N(C)C)N(C)C.CN(C)P(=O)(N(C)C)N(C)C.CN(C)P(=O)(N(C)C)N(C)C.CN(C)P(=O)(N(C)C)N(C)C.CN(C)P(=O)(N(C)C)N(C)C.CC#N.CC#N
- frontier orbital gap (Eh) = 0.3107

The geometry in XYZ format:
```
215
C46H132N23O7P7 (ωB97M-V/def2-TZVPD)
O 24.745 16.172 24.171
P 24.308 17.261 23.317
N 23.115 16.964 22.175
C 21.769 16.735 22.548
C 23.591 16.066 21.175
N 25.626 17.814 22.493
C 25.422 18.784 21.379
C 26.960 17.266 22.548
N 23.631 18.475 24.253
C 23.177 19.744 23.665
C 24.041 18.649 25.659
H 21.091 16.756 21.677
H 21.404 17.497 23.235
H 21.663 15.768 22.984
H 23.147 16.245 20.233
H 23.459 15.004 21.419
H 24.630 16.129 20.912
H 25.809 19.801 21.685
H 26.028 18.375 20.561
H 24.371 18.792 21.085
H 26.924 16.301 23.072
H 27.275 17.110 21.498
H 27.613 17.968 22.991
H 22.773 19.580 22.688
H 22.423 20.190 24.319
H 23.992 20.482 23.504
H 24.501 17.736 26.014
H 23.148 18.844 26.296
H 24.711 19.523 25.865
O 14.212 20.173 16.508
P 12.878 19.828 15.898
N 11.943 19.318 17.166
C 11.803 20.060 18.368
C 10.852 18.372 17.076
N 12.762 18.540 14.810
C 13.276 17.208 15.104
C 12.501 18.808 13.396
N 12.137 21.044 15.063
C 12.741 22.374 15.290
C 10.645 21.013 15.194
H 12.527 20.910 18.324
H 12.041 19.493 19.260
H 10.772 20.508 18.380
H 10.916 17.681 17.951
H 10.933 17.814 16.088
H 9.937 18.953 17.151
H 14.336 17.134 14.978
H 13.084 16.933 16.082
H 12.681 16.536 14.440
H 13.430 18.991 12.886
H 12.095 17.900 13.018
H 11.853 19.716 13.187
H 12.055 23.104 14.847
H 12.949 22.657 16.320
H 13.734 22.372 14.805
H 10.264 21.158 16.199
H 10.234 20.103 14.900
H 10.239 21.743 14.569
O 17.160 17.759 14.658
P 17.846 18.498 13.527
N 17.305 18.025 12.019
C 16.497 16.874 11.930
C 17.293 19.036 10.984
N 19.477 18.278 13.342
C 20.424 18.427 14.496
C 19.971 17.260 12.546
N 17.745 20.164 13.790
C 18.797 21.131 13.540
C 16.473 20.650 14.369
H 16.828 16.275 11.064
H 15.426 17.077 11.748
H 16.611 16.270 12.799
H 16.343 19.693 10.980
H 17.306 18.602 9.982
H 18.120 19.743 11.098
H 21.284 19.030 14.130
H 19.917 18.950 15.336
H 20.716 17.448 14.872
H 20.903 17.642 12.147
H 20.107 16.268 13.040
H 19.331 17.194 11.717
H 19.674 20.679 12.993
H 18.524 21.924 12.955
H 19.242 21.529 14.433
H 15.963 19.754 14.703
H 15.797 21.107 13.556
H 16.573 21.277 15.231
O 17.386 17.853 20.611
P 18.067 19.048 19.996
N 19.435 18.771 19.085
C 20.463 19.796 19.139
C 19.703 17.622 18.329
N 18.581 20.085 21.189
C 19.450 19.490 22.270
C 18.483 21.566 21.300
N 17.176 20.102 19.026
C 15.817 20.455 19.509
C 17.425 20.112 17.561
H 21.438 19.379 18.915
H 20.563 20.172 20.188
H 20.303 20.580 18.428
H 19.417 17.753 17.230
H 19.064 16.831 18.649
H 20.753 17.175 18.421
H 19.547 18.385 22.297
H 20.396 19.937 22.265
H 19.068 19.777 23.275
H 19.417 22.100 20.972
H 17.732 21.909 20.582
H 18.390 21.802 22.397
H 15.709 20.356 20.598
H 15.665 21.555 19.270
H 14.986 19.875 19.106
H 18.302 19.530 17.278
H 17.458 21.162 17.319
H 16.543 19.733 17.030
O 24.963 23.679 17.413
P 23.770 22.824 17.287
N 24.215 21.374 16.639
C 25.602 21.226 16.291
C 23.312 20.271 16.479
N 22.656 23.775 16.482
C 21.347 23.293 16.099
C 23.192 24.680 15.464
N 22.962 22.299 18.666
C 22.245 23.286 19.443
C 23.851 21.527 19.542
H 25.684 21.053 15.143
H 26.113 20.380 16.743
H 26.129 22.155 16.511
H 22.292 20.472 16.935
H 23.633 19.286 16.897
H 23.122 20.125 15.388
H 20.825 22.852 16.923
H 20.653 24.104 15.901
H 21.412 22.661 15.245
H 22.481 25.493 15.362
H 24.129 25.216 15.676
H 23.235 24.179 14.526
H 21.616 23.918 18.740
H 21.524 22.819 20.087
H 22.965 23.938 19.999
H 23.229 21.117 20.370
H 24.717 22.010 19.911
H 24.122 20.642 18.917
O 13.486 17.419 25.597
P 14.120 18.595 24.910
N 13.247 19.979 25.210
C 13.625 21.174 24.505
C 11.916 20.050 25.738
N 14.170 18.425 23.229
C 14.976 17.280 22.791
C 12.833 18.405 22.539
N 15.737 18.959 25.116
C 16.219 19.171 26.535
C 16.627 19.495 24.102
H 14.710 21.183 24.229
H 13.411 22.007 25.175
H 13.082 21.309 23.580
H 11.865 20.899 26.401
H 11.678 19.096 26.228
H 11.215 20.133 24.940
H 15.508 16.942 23.696
H 14.336 16.495 22.397
H 15.628 17.564 21.965
H 13.050 18.267 21.481
H 12.124 17.651 22.862
H 12.419 19.400 22.665
H 16.372 20.219 26.680
H 15.453 18.608 27.168
H 17.224 18.718 26.680
H 16.895 20.495 24.461
H 16.178 19.346 23.095
H 17.544 18.956 24.076
O 19.231 12.458 16.977
P 19.754 11.623 18.060
N 19.567 12.332 19.515
C 18.992 13.661 19.581
C 20.178 11.730 20.686
N 21.352 11.170 17.954
C 21.828 10.652 16.669
C 22.332 12.211 18.451
N 18.952 10.159 17.974
C 17.787 10.244 16.982
C 18.840 9.263 19.043
H 18.215 13.720 20.337
H 18.667 13.861 18.547
H 19.743 14.363 19.906
H 19.385 11.147 21.226
H 20.493 12.555 21.405
H 21.053 11.165 20.374
H 21.656 11.450 15.971
H 22.894 10.359 16.810
H 21.328 9.713 16.442
H 21.999 12.881 19.300
H 23.232 11.655 18.833
H 22.674 12.817 17.635
H 16.932 10.663 17.506
H 17.982 10.978 16.244
H 17.513 9.246 16.739
H 17.908 9.568 19.603
H 19.742 9.361 19.748
H 18.736 8.240 18.635
C 16.122 16.505 18.121
C 14.687 16.115 18.041
N 13.558 16.019 17.900
H 16.673 16.054 18.948
H 16.213 17.574 18.197
H 16.597 16.117 17.198
C 21.596 24.049 23.760
C 20.870 22.829 24.238
N 20.236 21.897 24.449
H 20.878 24.818 23.863
H 21.939 23.903 22.756
H 22.438 24.292 24.422
```

Results of the Mulliken charge analysis, in e, for atoms 1 through 5: number 1, O, carries -0.900; number 2, P, carries 0.254; number 3, N, carries 0.926; number 4, C, carries -1.329; number 5, C, carries -1.228

(2)
# C46H28MnN7

C46H28MnN7 as an isolated structure (ωB97M-V/def2-TZVPD, OMol25).

Summary:
- multiplicity = 5
- frontier orbital gap (alpha / beta) (Eh) = 0.2123 / 0.2131

The geometry in XYZ format:
```
82
C46H28MnN7 (ωB97M-V/def2-TZVPD)
Mn -0.152 0.044 -0.004
C -7.790 0.541 0.843
C -7.237 -0.732 0.859
C -5.869 -0.902 0.705
C -5.039 0.201 0.531
C -5.599 1.476 0.525
C -6.967 1.646 0.681
C -3.567 0.052 0.354
C -2.798 -0.281 1.466
C -3.339 -0.571 2.760
C -2.289 -0.762 3.593
C -1.098 -0.575 2.821
N -1.428 -0.311 1.516
C 0.190 -0.632 3.350
C 1.339 -0.598 2.562
C 2.682 -0.598 3.067
C 3.509 -0.642 1.997
C 2.680 -0.648 0.830
C 3.181 -0.688 -0.467
C 4.635 -0.945 -0.655
C 5.150 -2.200 -0.332
C 6.492 -2.480 -0.532
C 7.337 -1.504 -1.042
C 6.834 -0.248 -1.347
C 5.489 0.031 -1.159
C 2.393 -0.517 -1.599
N 1.055 -0.213 -1.612
C 0.730 0.020 -2.921
C -0.522 0.397 -3.397
C -0.625 0.776 -4.836
C -0.444 2.110 -5.193
C -0.494 2.493 -6.525
C -0.730 1.546 -7.512
C -0.918 0.217 -7.162
C -0.864 -0.167 -5.829
C -1.655 0.449 -2.602
C -2.967 0.725 -3.103
C -3.821 0.612 -2.059
C -3.033 0.287 -0.906
N -1.712 0.186 -1.258
C 1.879 -0.180 -3.754
C 2.901 -0.532 -2.941
N 1.359 -0.592 1.190
C 0.340 -0.737 4.824
C 0.967 -1.838 5.406
C 1.106 -1.926 6.783
C 0.630 -0.909 7.598
C 0.006 0.191 7.028
C -0.145 0.275 5.652
H -8.859 0.670 0.954
H -7.876 -1.596 0.991
H -5.439 -1.896 0.716
H -4.952 2.337 0.408
H -7.384 2.644 0.684
H -4.388 -0.614 2.995
H -2.310 -1.022 4.638
H 2.946 -0.546 4.109
H 4.586 -0.627 1.977
H 4.484 -2.955 0.068
H 6.880 -3.461 -0.290
H 8.386 -1.724 -1.195
H 7.488 0.529 -1.722
H 5.110 1.022 -1.370
H -0.263 2.843 -4.416
H -0.340 3.530 -6.793
H -0.771 1.843 -8.552
H -1.106 -0.523 -7.929
H -1.004 -1.205 -5.552
H -3.198 0.950 -4.131
H -4.892 0.729 -2.059
H 1.886 -0.075 -4.826
H 3.910 -0.787 -3.215
H 1.332 -2.637 4.773
H 1.587 -2.794 7.215
H 0.740 -0.974 8.672
H -0.359 0.995 7.655
H -0.628 1.137 5.211
N 4.780 2.493 1.068
C 3.689 2.741 0.763
N 2.487 3.092 0.403
C 1.385 2.502 0.325
N 0.306 2.031 0.228
```

Results of the Mulliken charge analysis, in e, for atoms 1 through 5: number 1, Mn, carries -0.241; number 2, C, carries -0.355; number 3, C, carries -0.792; number 4, C, carries 0.039; number 5, C, carries -0.570